(1)
Molecular formula: C10H20Br10
Method: DFT, wB97M-V/def2-TZVPD

Structure (XYZ):
```
40
Properties=species:S:1:pos:R:3
Br 3.8487 -23.9855 4.5266
C 2.6134 -22.7141 5.4295
C 3.3834 -21.9189 6.4683
Br 2.0474 -20.6658 7.2501
H 1.8601 -23.3332 5.9031
H 2.1711 -22.0750 4.6747
H 4.1379 -21.2938 6.0082
H 3.7427 -22.5674 7.2568
Br 9.0099 -11.8014 2.2859
C 10.3339 -13.2445 2.0110
C 10.0150 -14.4120 2.9116
Br 11.2333 -15.8743 2.4001
H 11.2828 -12.7918 2.2791
H 10.3143 -13.5119 0.9615
H 8.9720 -14.7015 2.8043
H 10.1774 -14.2097 3.9659
Br 5.2891 -18.8363 -2.3005
C 6.9855 -17.8756 -2.1632
C 7.1412 -17.3891 -0.7300
Br 8.6182 -16.0674 -0.6827
H 6.8818 -16.9948 -2.7893
H 7.7840 -18.5061 -2.5359
H 7.3423 -18.1561 0.0101
H 6.2197 -16.8787 -0.4636
Br 5.9706 -23.5416 0.7050
C 7.0613 -22.0023 0.2164
C 7.1584 -21.7967 -1.2805
Br 8.2382 -20.2129 -1.6675
H 8.0456 -22.0892 0.6669
H 6.5813 -21.1272 0.6433
H 6.1829 -21.5921 -1.7177
H 7.5267 -22.6687 -1.8161
Br 6.6797 -21.5542 3.5816
C 6.6753 -19.6971 4.1364
C 7.1743 -18.8483 2.9763
Br 7.7257 -17.1587 3.7042
H 7.2123 -19.6596 5.0759
H 5.6542 -19.3772 4.3431
H 6.3691 -18.7420 2.2538
H 8.0524 -19.2385 2.4702
```

The calculation puts the gap between HOMO and LUMO at 10.39 eV. Its multiplicity is 1. The calculation puts the energy at -711118.91620 eV. Its molar mass is 939.31 g/mol. The net charge is 0. The value obtained for the LUMO energy is 0.25 eV.

Okay, here come the Löwdin numbers, in e, for every atom: atom 1 (Br): 0.561, atom 2 (C): -0.681, atom 3 (C): -0.649, atom 4 (Br): 0.585, atom 5 (H): 0.046, atom 6 (H): 0.049, atom 7 (H): 0.031, atom 8 (H): 0.057, atom 9 (Br): 0.586, atom 10 (C): -0.693, atom 11 (C): -0.707, atom 12 (Br): 0.577, atom 13 (H): 0.050, atom 14 (H): 0.034, atom 15 (H): -0.004, atom 16 (H): 0.059, atom 17 (Br): 0.666, atom 18 (C): -0.825, atom 19 (C): -0.704, atom 20 (Br): 0.615, atom 21 (H): 0.048, atom 22 (H): -0.115, atom 23 (H): 0.005, atom 24 (H): 0.049, atom 25 (Br): 0.608, atom 26 (C): -0.750, atom 27 (C): -0.632, atom 28 (Br): 0.837, atom 29 (H): 0.049, atom 30 (H): 0.012, atom 31 (H): 0.020, atom 32 (H): 0.061, atom 33 (Br): 0.665, atom 34 (C): -0.697, atom 35 (C): -0.726, atom 36 (Br): 0.704, atom 37 (H): 0.045, atom 38 (H): 0.060, atom 39 (H): 0.058, atom 40 (H): 0.048

***

(2)
Molecular formula: C10H20Cl10F2MgNO4S2
Method: DFT, wB97M-V/def2-TZVPD

Structure (XYZ):
```
50
Properties=species:S:1:pos:R:3
Mg 0.4889 -3.9754 -1.6902
N 0.0604 -2.3150 -1.0452
S 0.6800 -0.8660 -0.8037
O 0.6970 -0.1928 0.5059
O 0.7347 -0.0964 -2.0306
F 2.1672 -1.4030 -0.9587
S -1.4510 -1.7019 -0.4580
O -2.1948 -0.9190 -1.4109
O -1.6382 -1.5356 0.9900
F -2.0349 -3.2388 -0.6740
Cl -0.7113 -3.2569 4.6527
C -2.1509 -3.1474 3.6028
C -2.9787 -1.8698 3.8690
Cl -4.2636 -1.8747 2.6924
H -2.7894 -4.0167 3.7600
H -1.6968 -3.2045 2.6135
H -2.3786 -0.9722 3.7196
H -3.5183 -1.8946 4.8157
Cl 3.1598 0.1874 3.7275
C 1.4489 0.4687 4.0310
C 0.9022 1.6364 3.2245
Cl -0.7534 1.9798 3.7770
H 1.3395 0.5326 5.1136
H 1.0161 -0.5233 3.9023
H 0.8883 1.4675 2.1478
H 1.4459 2.5638 3.4045
Cl 2.2881 2.0050 -4.0035
C 0.6586 2.7951 -4.1405
C -0.0644 2.6396 -5.5294
Cl -0.3105 0.9520 -5.9518
H 0.8136 3.8282 -3.8297
H 0.0468 2.4275 -3.3167
H 0.5930 3.0813 -6.2783
H -1.0519 3.1010 -5.5320
Cl 6.3832 -1.9916 -0.1583
C 5.4221 -1.3024 1.1581
C 5.7818 0.2197 1.3519
Cl 7.5555 0.5267 1.6727
H 5.5957 -1.9126 2.0444
H 4.3835 -1.4535 0.8641
H 5.2128 0.6066 2.1972
H 5.4987 0.7959 0.4710
Cl -5.3880 2.6606 -1.3609
C -4.4580 1.3212 -2.1027
C -4.3655 1.4220 -3.6105
Cl -3.2650 2.7851 -3.9214
H -5.0336 0.4642 -1.7527
H -3.5045 1.2021 -1.5883
H -5.3030 1.5047 -4.1604
H -3.9581 0.4893 -4.0005
```

The calculation puts the gap between HOMO and LUMO at 3.19 eV. Its multiplicity is 1. The calculation puts the energy at -178137.25093 eV. Its molar mass is 699.24 g/mol. The net charge is +1. The value obtained for the LUMO energy is -9.19 eV.

Okay, here come the Löwdin numbers, in e, for every atom: atom 1 (Mg): 1.502, atom 2 (N): -0.432, atom 3 (S): 0.503, atom 4 (O): -0.199, atom 5 (O): -0.240, atom 6 (F): -0.192, atom 7 (S): 0.647, atom 8 (O): -0.184, atom 9 (O): -0.239, atom 10 (F): -0.238, atom 11 (Cl): 0.549, atom 12 (C): -0.677, atom 13 (C): -0.658, atom 14 (Cl): 0.609, atom 15 (H): 0.069, atom 16 (H): 0.019, atom 17 (H): 0.052, atom 18 (H): 0.075, atom 19 (Cl): 0.618, atom 20 (C): -0.681, atom 21 (C): -0.645, atom 22 (Cl): 0.573, atom 23 (H): 0.071, atom 24 (H): 0.042, atom 25 (H): 0.041, atom 26 (H): 0.072, atom 27 (Cl): 0.509, atom 28 (C): -0.617, atom 29 (C): -0.659, atom 30 (Cl): 0.532, atom 31 (H): 0.067, atom 32 (H): 0.042, atom 33 (H): 0.067, atom 34 (H): 0.019, atom 35 (Cl): 0.527, atom 36 (C): -0.664, atom 37 (C): -0.618, atom 38 (Cl): 0.504, atom 39 (H): 0.066, atom 40 (H): 0.036, atom 41 (H): -0.007, atom 42 (H): 0.065, atom 43 (Cl): 0.545, atom 44 (C): -0.698, atom 45 (C): -0.624, atom 46 (Cl): 0.594, atom 47 (H): 0.061, atom 48 (H): 0.044, atom 49 (H): 0.081, atom 50 (H): 0.071

***

(3)
Molecular formula: C10H20Cl2HfO3P
Method: DFT, wB97M-V/def2-TZVPD

Structure (XYZ):
```
37
Properties=species:S:1:pos:R:3
C -2.3568 -4.2778 -4.1075
C -2.2704 -3.1259 -3.1495
H -2.0366 -3.9400 -5.0963
H -3.3871 -4.6544 -4.1707
H -1.6978 -5.0908 -3.7735
O -1.8991 -1.9956 -3.3763
Cl -2.7893 -3.6128 -1.5197
Hf -0.4666 0.2016 -0.1567
P 1.8754 -0.5219 0.0627
C 3.3950 0.2916 -0.4683
C 2.2489 -1.0220 1.7761
H 1.1307 -2.7809 -0.5176
H 2.9046 -2.6545 -0.5896
H 1.9014 -1.9791 -1.8924
C 1.9648 -2.1325 -0.8088
H 1.4295 -1.6168 2.1926
H 3.1679 -1.6194 1.8204
H 4.2823 -0.3251 -0.3024
H 3.5367 1.2307 0.0679
H 2.3782 -0.1352 2.4054
H 3.3520 0.5320 -1.5310
C 0.6236 2.0257 -1.0453
O 1.1892 3.0046 -1.3687
Cl -1.3670 -1.6624 0.8238
C -1.0415 3.5301 2.5648
C -2.0604 3.3872 1.4397
C -2.2209 1.8751 1.3540
O -0.7885 1.4024 1.5642
C -0.0196 2.4391 2.2507
H -0.6015 4.5212 2.6615
H -1.5224 3.3124 3.5279
H -1.6375 3.7440 0.4884
H -2.9925 3.9281 1.5762
H -2.8199 1.4779 2.1874
H -2.6587 1.4664 0.4241
H 0.7755 2.8138 1.5904
H 0.4785 1.9633 3.0962
```

The calculation puts the gap between HOMO and LUMO at 4.61 eV. Its multiplicity is 1. The calculation puts the energy at -52447.18152 eV. Its molar mass is 468.64 g/mol. The net charge is +3. The value obtained for the LUMO energy is -14.07 eV.

Okay, here come the Löwdin numbers, in e, for every atom: atom 1 (C): -0.056, atom 2 (C): -0.815, atom 3 (H): 0.101, atom 4 (H): 0.109, atom 5 (H): 0.104, atom 6 (O): -0.011, atom 7 (Cl): 0.639, atom 8 (Hf): 1.340, atom 9 (P): 0.677, atom 10 (C): -0.208, atom 11 (C): -0.202, atom 12 (H): 0.049, atom 13 (H): 0.098, atom 14 (H): 0.074, atom 15 (C): -0.208, atom 16 (H): 0.057, atom 17 (H): 0.097, atom 18 (H): 0.099, atom 19 (H): 0.071, atom 20 (H): 0.067, atom 21 (H): 0.073, atom 22 (C): 0.001, atom 23 (O): 0.242, atom 24 (Cl): 0.266, atom 25 (C): -0.099, atom 26 (C): -0.114, atom 27 (C): -0.109, atom 28 (O): -0.378, atom 29 (C): -0.113, atom 30 (H): 0.153, atom 31 (H): 0.150, atom 32 (H): 0.129, atom 33 (H): 0.156, atom 34 (H): 0.165, atom 35 (H): 0.124, atom 36 (H): 0.122, atom 37 (H): 0.149